{
  "formula": "C45H59FN10O2",
  "method": "wB97M-V/def2-TZVPD",
  "multiplicity": 1,
  "smiles": "CC[C@H](F)COC=O.c1cc[nH]c1.c1cc[nH]c1.c1cc[nH]c1.c1cc[nH]c1.c1cc[nH]c1.c1cc[nH]c1.c1cc[nH]c1.c1cc[nH]c1.c1cc[nH]c1.c1cc[nH]c1",
  "homo_lumo_gap_ev": 8.321,
  "max_force_ev_per_a": 0.98,
  "homo_ev": -8.0,
  "lumo_energy_ev": 0.31,
  "total_energy_ha": -2547.92777,
  "species": ["C", "C", "C", "F", "C", "O", "C", "O", "H", "H", "H", "H", "H", "H", "H", "H", "H", "N", "C", "C", "C", "C", "H", "H", "H", "H", "H", "N", "C", "C", "C", "C", "H", "H", "H", "H", "H", "N", "C", "C", "C", "C", "H", "H", "H", "H", "H", "N", "C", "C", "C", "C", "H", "H", "H", "H", "H", "N", "C", "C", "C", "C", "H", "H", "H", "H", "H", "N", "C", "C", "C", "C", "H", "H", "H", "H", "H", "N", "C", "C", "C", "C", "H", "H", "H", "H", "H", "N", "C", "C", "C", "C", "H", "H", "H", "H", "H", "N", "C", "C", "C", "C", "H", "H", "H", "H", "H", "N", "C", "C", "C", "C", "H", "H", "H", "H", "H"],
  "coordinates": [[8.088046, 0.791381, -1.753942], [7.085467, -0.035717, -2.553898], [5.993478, 0.751031, -3.254237], [6.618190, 1.516107, -4.274268], [5.204964, 1.758065, -2.419587], [3.983124, 1.240658, -1.863214], [4.102235, 0.012573, -1.266346], [4.202083, -0.129841, -0.085246], [8.763724, 0.110244, -1.234722], [8.703805, 1.392911, -2.420974], [7.628812, 1.413522, -0.989860], [6.645776, -0.829917, -1.945699], [7.636230, -0.551125, -3.346437], [5.288445, 0.094412, -3.768277], [5.795787, 2.211192, -1.624441], [4.910214, 2.560217, -3.094514], [4.022420, -0.837148, -1.957193], [0.928801, 2.232952, -1.610657], [-0.095222, 1.443015, -1.171237], [-1.120246, 2.263511, -0.780915], [-0.696413, 3.603060, -0.996407], [0.572699, 3.548451, -1.508994], [1.812781, 1.897735, -1.951315], [-0.009584, 0.369967, -1.171205], [-2.068511, 1.937209, -0.387389], [-1.256325, 4.501566, -0.797543], [1.248386, 4.331046, -1.807855], [-4.184367, 2.054246, 2.357810], [-2.852067, 1.983236, 2.655144], [-2.720833, 1.274839, 3.819828], [-4.027980, 0.898404, 4.236613], [-4.909720, 1.391982, 3.310422], [-4.572068, 2.521119, 1.558801], [-2.114131, 2.440587, 2.018242], [-1.791793, 1.049208, 4.317201], [-4.291647, 0.329186, 5.113838], [-5.983353, 1.326547, 3.249748], [-6.346280, 3.458601, 5.859324], [-6.128043, 3.414540, 7.207379], [-7.170437, 4.054160, 7.823899], [-8.051016, 4.504358, 6.803896], [-7.513175, 4.122447, 5.603245], [-5.740521, 3.060416, 5.163023], [-5.257214, 2.928219, 7.611850], [-7.291474, 4.180683, 8.886498], [-8.977024, 5.038085, 6.937796], [-7.864421, 4.258860, 4.594651], [-11.769828, 5.563235, 6.029192], [-12.029737, 5.343789, 7.354538], [-12.865058, 4.264242, 7.445137], [-13.116430, 3.815665, 6.118961], [-12.428734, 4.640875, 5.268522], [-11.179810, 6.290397, 5.669439], [-11.593204, 5.967262, 8.115463], [-13.247358, 3.838404, 8.357268], [-13.737576, 2.984661, 5.823528], [-12.348018, 4.643575, 4.195175], [8.331969, 0.787360, -6.519095], [8.288926, 1.046683, -7.857770], [9.070663, 0.114818, -8.492855], [9.607488, -0.740699, -7.492252], [9.138526, -0.290848, -6.284187], [7.843292, 1.305375, -5.808524], [7.704153, 1.862164, -8.247200], [9.242266, 0.056610, -9.555615], [10.260841, -1.584133, -7.640767], [9.301510, -0.654756, -5.283619], [7.407666, -1.286907, -11.574285], [6.263734, -1.145441, -12.310907], [6.579654, -1.374516, -13.623263], [7.969831, -1.665713, -13.679630], [8.451567, -1.604163, -12.399557], [7.473312, -1.171570, -10.578894], [5.327959, -0.896276, -11.841009], [5.892013, -1.338000, -14.451218], [8.548094, -1.894534, -14.558800], [9.442149, -1.759845, -12.007833], [-2.086749, -2.302452, 4.047721], [-1.991408, -3.124326, 5.135840], [-1.211223, -4.195128, 4.785553], [-0.819995, -4.007694, 3.432108], [-1.375988, -2.829596, 3.006825], [-2.601078, -1.439502, 4.015116], [-2.483422, -2.879927, 6.061507], [-0.949872, -5.021774, 5.425667], [-0.202520, -4.663846, 2.840818], [-1.326377, -2.324076, 2.057869], [-11.325632, 0.919824, 5.886065], [-11.158072, 0.070764, 6.942467], [-10.319674, -0.937829, 6.545044], [-9.968325, -0.684708, 5.191682], [-10.605712, 0.469251, 4.816261], [-11.891678, 1.752230, 5.892951], [-11.643167, 0.257128, 7.885116], [-9.993609, -1.763071, 7.155495], [-9.322940, -1.280195, 4.567696], [-10.606085, 1.005842, 3.882936], [2.354192, -5.132501, 4.941710], [2.453398, -5.953544, 6.029841], [3.240100, -7.019642, 5.681931], [3.630806, -6.831980, 4.328476], [3.067881, -5.658338, 3.901491], [1.827714, -4.277286, 4.908083], [1.958479, -5.711003, 6.954433], [3.505534, -7.842034, 6.324656], [4.252410, -7.483418, 3.737560], [3.114381, -5.155417, 2.950918], [6.580041, -2.531725, -6.671552], [6.302623, -2.724660, -5.347611], [5.368279, -3.723354, -5.252684], [5.073181, -4.149411, -6.575371], [5.838674, -3.395614, -7.426319], [7.236517, -1.855432, -7.028385], [6.797755, -2.143164, -4.588307], [4.949053, -4.110638, -4.338973], [4.382958, -4.922628, -6.867384], [5.918065, -3.403617, -8.499991]],
  "atomic_forces_ev_per_a": [[0.132, -0.384, 0.002], [0.128, -0.046, -0.192], [0.038, 0.128, -0.034], [-0.087, 0.025, 0.252], [-0.089, 0.432, -0.221], [0.238, -0.273, -0.202], [-0.165, -0.133, 0.956], [-0.020, 0.132, -0.567], [0.006, 0.032, -0.002], [-0.102, 0.206, 0.065], [-0.023, 0.093, -0.033], [-0.111, 0.124, 0.090], [-0.075, -0.072, 0.030], [0.072, -0.068, -0.051], [0.049, -0.162, 0.064], [-0.112, -0.055, 0.029], [0.051, 0.041, -0.153], [-0.041, -0.009, -0.044], [0.043, 0.000, 0.001], [-0.046, 0.011, 0.008], [-0.007, 0.005, 0.017], [0.026, -0.029, -0.001], [0.071, 0.036, 0.057], [-0.015, -0.006, 0.010], [-0.010, -0.026, -0.030], [-0.001, 0.007, -0.008], [-0.005, 0.015, 0.008], [0.031, -0.033, 0.030], [-0.019, 0.036, -0.035], [0.043, -0.056, 0.019], [0.002, -0.042, 0.074], [-0.073, 0.077, -0.042], [-0.002, -0.006, -0.020], [0.024, -0.002, 0.020], [0.009, 0.032, 0.007], [-0.029, 0.021, 0.012], [-0.001, -0.049, -0.001], [0.014, 0.045, -0.027], [-0.008, -0.032, -0.027], [0.001, 0.012, 0.012], [-0.026, 0.035, -0.007], [0.017, -0.034, 0.000], [0.058, -0.058, 0.004], [0.004, 0.003, 0.010], [-0.001, 0.002, 0.005], [-0.021, -0.030, 0.013], [-0.014, 0.001, 0.000], [-0.016, 0.025, 0.014], [0.048, 0.024, -0.030], [0.034, -0.046, 0.002], [-0.084, -0.076, 0.002], [0.090, -0.033, -0.021], [0.009, 0.015, 0.003], [-0.015, -0.001, 0.016], [-0.014, 0.005, 0.002], [-0.086, 0.063, -0.007], [-0.025, 0.002, -0.006], [0.073, 0.071, -0.041], [-0.057, -0.048, 0.019], [-0.072, -0.082, -0.088], [-0.012, -0.023, 0.004], [-0.096, -0.046, 0.038], [-0.018, -0.058, -0.012], [0.019, 0.010, -0.017], [0.058, 0.053, 0.004], [0.027, 0.015, 0.004], [0.051, 0.003, -0.001], [-0.009, -0.007, 0.042], [0.014, -0.002, 0.024], [-0.002, 0.000, -0.007], [0.002, -0.002, -0.010], [-0.008, 0.011, 0.031], [0.001, 0.018, 0.013], [-0.009, 0.003, -0.008], [-0.003, -0.001, -0.005], [0.002, -0.002, -0.005], [0.009, -0.006, -0.009], [0.003, 0.002, 0.025], [0.002, 0.042, -0.039], [0.048, -0.019, 0.078], [0.080, -0.005, -0.040], [-0.016, 0.036, 0.025], [-0.022, 0.053, -0.048], [-0.010, -0.019, 0.005], [-0.015, -0.020, -0.012], [-0.017, -0.022, -0.001], [-0.003, -0.005, -0.009], [-0.032, -0.027, -0.041], [-0.001, 0.018, -0.013], [-0.001, -0.004, 0.011], [0.014, 0.005, -0.010], [-0.009, 0.021, 0.013], [0.127, 0.058, 0.058], [0.007, -0.006, 0.010], [0.002, -0.004, 0.002], [0.000, -0.008, -0.003], [0.002, -0.006, -0.010], [0.013, 0.040, 0.008], [-0.021, 0.026, -0.013], [0.005, -0.010, 0.002], [0.006, -0.009, -0.002], [-0.027, 0.023, 0.004], [-0.066, -0.023, -0.023], [0.000, -0.009, 0.008], [0.002, -0.004, 0.003], [0.004, -0.004, -0.002], [0.005, -0.004, -0.007], [0.004, 0.079, -0.038], [0.003, 0.060, -0.039], [-0.022, 0.003, 0.016], [-0.017, -0.014, -0.004], [0.008, 0.049, 0.041], [0.080, -0.040, 0.013], [0.008, -0.046, -0.013], [0.001, -0.016, 0.003], [-0.003, -0.006, 0.001], [-0.009, -0.016, -0.008]],
  "lowdin_charge": [-0.08, -0.20, -0.29, -0.05, -0.10, -0.07, -0.33, 0.13, 0.08, 0.08, 0.07, 0.12, 0.09, 0.15, 0.13, 0.14, 0.15, 0.01, -0.13, -0.13, -0.11, -0.14, 0.11, 0.11, 0.08, 0.09, 0.11, 0.02, -0.13, -0.12, -0.13, -0.15, 0.15, 0.10, 0.10, 0.10, 0.11, 0.01, -0.14, -0.11, -0.11, -0.14, 0.11, 0.11, 0.09, 0.07, 0.10, 0.01, -0.14, -0.10, -0.14, -0.14, 0.14, 0.11, 0.09, 0.09, 0.11, 0.02, -0.13, -0.12, -0.11, -0.16, 0.11, 0.11, 0.08, 0.10, 0.11, 0.00, -0.14, -0.11, -0.11, -0.15, 0.12, 0.10, 0.09, 0.09, 0.10, 0.02, -0.14, -0.12, -0.12, -0.14, 0.11, 0.11, 0.09, 0.09, 0.11, 0.02, -0.14, -0.12, -0.12, -0.15, 0.09, 0.10, 0.09, 0.08, 0.10, 0.01, -0.15, -0.12, -0.12, -0.15, 0.13, 0.10, 0.09, 0.09, 0.10, 0.02, -0.15, -0.11, -0.11, -0.13, 0.11, 0.08, 0.09, 0.09, 0.11]
}

{
  "formula": "C4H7NO",
  "method": "wB97M-V/def2-TZVPD",
  "multiplicity": 1,
  "smiles": "C1N[C@H]1[C@H]1CO1",
  "homo_lumo_gap_ev": 10.681,
  "max_force_ev_per_a": 0.48,
  "homo_ev": -9.5,
  "lumo_energy_ev": 1.15,
  "de_lowest_kcal_mol": 69.18,
  "total_energy_ha": -286.52140,
  "species": ["C", "N", "C", "C", "C", "O", "H", "H", "H", "H", "H", "H", "H"],
  "coordinates": [[1.590356, 0.708653, -0.410547], [1.230513, 0.341082, 0.957321], [0.772509, -0.502456, -0.140174], [-0.689721, -0.523602, -0.495874], [-1.765673, -0.329090, 0.477864], [-1.339515, 0.731837, -0.370527], [1.097331, 1.573681, -0.849274], [2.648155, 0.611423, -0.648195], [0.462649, 0.942500, 1.252506], [1.268670, -1.469943, -0.199111], [-0.982746, -1.136409, -1.348182], [-2.765857, -0.689553, 0.237371], [-1.526671, -0.258123, 1.536822]],
  "atomic_forces_ev_per_a": [[0.092, 0.087, -0.240], [-0.143, 0.065, 0.202], [-0.095, -0.185, -0.058], [0.130, -0.181, -0.011], [-0.116, -0.169, 0.247], [-0.061, 0.149, -0.072], [-0.003, -0.199, 0.060], [-0.225, -0.058, 0.010], [0.072, -0.069, -0.014], [-0.124, 0.110, 0.057], [0.288, 0.320, -0.219], [0.204, -0.086, 0.141], [-0.018, 0.214, -0.105]],
  "lowdin_charge": [-0.13, 0.03, -0.27, -0.26, -0.11, -0.05, 0.11, 0.10, 0.09, 0.13, 0.14, 0.11, 0.11]
}